(1)
Computed, not measured: C4H6HgO2 as an isolated structure at a distorted geometry, with ωB97M-V/def2-TZVPD.

Last column: natural (NBO) charge in e.
CARTESIAN COORDINATES (ANGSTROEM)
O  -2.40598  1.04529  0.15501  -0.73
C  -1.25261  0.48663  -0.45378  -0.05
C  -0.46596  -0.29466  0.58842  -0.49
C  1.01331  -0.13013  0.44913  -0.45
C  1.86611  -0.96865  -0.14758  0.01
H  -2.75349  1.74688  -0.40137  0.47
H  -0.61933  1.28321  -0.88267  0.16
H  -1.54084  -0.19027  -1.27671  0.16
H  -0.74190  -1.36216  0.49757  0.22
H  -0.79558  0.05086  1.58367  0.24
H  1.69372  -2.04285  -0.33311  0.22
O  3.27594  -0.60667  -0.35860  -0.92
Hg  2.72660  0.98252  0.58003  1.16

Forces on atoms 1 to 6 (eV/Å):
O -0.11 -0.01 0.17
C 0.12 0.31 -0.60
C -0.11 -0.01 0.69
C -1.12 -1.62 -0.89
C 2.11 -1.61 -0.41
H 0.00 -0.06 -0.06

Results
Energy above the lowest of the compared OMol25 structures with the same formula, charge and spin: 0.155 eV
Gap between HOMO and LUMO: 0.26666 hartree
Total energy: -12509.358 eV

=====

(2)
Computed, not measured: an isolated molecule of C16H23N5O3S at a distorted geometry, with ωB97M-V/def2-TZVPD.

Last column: natural (NBO) charge in e.
CARTESIAN COORDINATES (ANGSTROEM)
C  1.91963  -4.12526  -2.66244  -0.64
C  3.00390  -3.19998  -3.21784  -0.21
N  2.72926  -1.81069  -2.91263  -0.44
C  1.88485  -1.09039  -3.85144  -0.22
C  2.70194  -0.47200  -4.98156  -0.61
C  3.07850  -1.18974  -1.77241  0.68
O  2.74909  -0.04457  -1.51932  -0.65
C  3.93519  -1.98318  -0.78582  -0.62
S  3.64778  -1.28950  0.86950  0.28
C  1.92392  -1.51339  0.81979  0.15
N  1.28035  -2.51289  0.26652  -0.33
N  -0.02653  -2.25770  0.37022  -0.27
C  -0.17678  -1.11523  0.98879  0.27
C  -1.46688  -0.46696  1.34119  -0.11
O  -1.38417  0.90291  1.00058  -0.53
C  -2.48203  1.69536  1.22092  0.35
C  -2.34002  3.03857  0.86901  -0.26
C  -3.37753  3.92076  1.05478  -0.22
C  -4.58963  3.48889  1.59899  0.27
O  -5.55259  4.44427  1.74251  -0.49
C  -6.79366  4.06737  2.28575  -0.25
C  -4.72903  2.15369  1.94718  -0.28
C  -3.68147  1.26185  1.75985  -0.31
N  1.04408  -0.59408  1.29326  -0.18
N  1.34178  0.58183  1.95671  -0.63
H  0.98623  -3.98311  -3.20086  0.21
H  1.72996  -3.91051  -1.61243  0.25
H  2.22425  -5.16281  -2.76907  0.21
H  3.98457  -3.47486  -2.82478  0.20
H  3.05214  -3.29465  -4.30611  0.20
H  1.13897  -1.78182  -4.24933  0.19
H  1.37494  -0.30139  -3.29483  0.24
H  2.04431  0.05768  -5.66525  0.21
H  3.42194  0.23284  -4.57396  0.22
H  3.23942  -1.23640  -5.53898  0.20
H  3.67719  -3.03665  -0.73606  0.25
H  4.99495  -1.85069  -1.00480  0.25
H  -2.26375  -0.97379  0.78489  0.21
H  -1.65246  -0.57849  2.42132  0.19
H  -1.40484  3.36821  0.44472  0.22
H  -3.27659  4.95951  0.78467  0.23
H  -7.39461  4.97514  2.30504  0.20
H  -7.29397  3.31660  1.66518  0.17
H  -6.68700  3.68341  3.30569  0.17
H  -5.64855  1.77979  2.36867  0.22
H  -3.82831  0.23122  2.04157  0.22
H  0.61122  1.26191  1.75269  0.39
H  2.24409  0.91975  1.62306  0.38

Forces on atoms 1 to 6 (eV/Å):
C 0.21 0.08 -0.08
C -0.11 -0.37 0.18
N -0.09 0.12 -0.24
C -0.01 0.33 -0.10
C -0.16 -0.11 0.19
C 0.15 -0.13 -0.08

Results
SMILES: CCN(CC)C(=O)CSc1nnc(COc2ccc(OC)cc2)n1N
Energy above the lowest of the compared OMol25 structures with the same formula, charge and spin: 4.320 eV
Gap between HOMO and LUMO: 0.33001 hartree
Total energy: -41391.993 eV

=====

(3)
Computed, not measured: C18H25N3O7S4Tl as an isolated structure, with ωB97M-V/def2-TZVPD.

Last column: natural (NBO) charge in e.
CARTESIAN COORDINATES (ANGSTROEM)
Tl  0.14206  0.43589  1.19215  0.78
O  1.06127  2.99639  1.18461  -1.01
S  -0.19933  3.70391  0.97958  2.42
O  -0.30237  4.96756  1.67778  -1.00
O  -1.36869  2.84139  1.21458  -1.06
C  -0.22343  4.16188  -0.77775  -0.34
C  -0.54690  5.49337  -1.01797  -0.20
C  -0.56466  6.00479  -2.30602  -0.22
C  -0.22972  5.19099  -3.37492  -0.22
C  0.10019  3.86370  -3.15196  -0.22
C  0.10511  3.33196  -1.86722  -0.23
S  0.32784  1.54124  -1.78181  2.41
O  -0.88984  1.10323  -1.08855  -1.08
O  0.39509  1.09801  -3.15856  -1.00
O  1.53670  1.25591  -1.02357  -1.02
H  -0.77763  6.11255  -0.16255  0.25
H  -0.84210  7.03828  -2.47463  0.20
H  -0.23741  5.58269  -4.38482  0.20
H  0.35161  3.20047  -3.96834  0.25
C  -1.56486  -3.43004  -2.74971  -0.63
C  -1.52126  -4.15935  -1.43662  -0.08
C  -1.06143  -5.46179  -1.36214  -0.22
C  -1.00083  -6.14601  -0.15173  -0.32
C  -1.38557  -5.47404  0.99991  -0.20
C  -1.86120  -4.16920  0.97551  -0.13
C  -2.25953  -3.50533  2.26958  -0.63
C  -1.97777  -3.48163  -0.26593  0.29
N  -2.49893  -2.24838  -0.49262  -0.93
H  -1.02003  -3.98199  -3.51730  0.20
H  -1.12648  -2.43375  -2.64553  0.24
H  -2.60000  -3.30411  -3.08802  0.20
H  -0.73302  -5.95477  -2.27239  0.19
H  -0.66292  -7.17405  -0.10549  0.20
H  -1.31961  -5.98299  1.95767  0.19
H  -2.16626  -4.20889  3.09748  0.21
H  -3.29197  -3.15137  2.23557  0.21
H  -1.62567  -2.63994  2.48676  0.21
C  1.82453  -4.01751  0.01767  -0.83
S  1.66312  -2.50591  -0.96766  1.28
C  3.15058  -1.71434  -0.30949  -0.83
O  0.48033  -1.80856  -0.38875  -1.01
H  2.79979  -4.47019  -0.17213  0.21
H  1.02014  -4.69562  -0.27006  0.27
H  1.71629  -3.73196  1.06429  0.23
H  4.02803  -2.16604  -0.77442  0.22
H  3.18078  -1.82712  0.77535  0.22
H  3.06988  -0.66240  -0.57608  0.27
C  -3.78192  2.45928  -1.02611  -0.43
N  -3.52422  1.40252  -0.05519  -0.59
C  -3.23805  0.17322  -0.51466  0.35
N  -3.40328  -0.17861  -1.78663  -0.80
S  -2.82707  -1.07097  0.60323  0.57
H  -4.04345  3.36236  -0.48114  0.22
H  -4.61803  2.17284  -1.66349  0.20
H  -2.90302  2.66602  -1.64563  0.21
H  -2.88745  1.71627  0.67647  0.45
H  -3.09943  0.49833  -2.47421  0.41
H  -3.02170  -1.14543  -1.87913  0.46

Forces on atoms 1 to 6 (eV/Å):
Tl 0.15 -0.09 0.15
O -0.32 0.02 -0.02
S 0.01 0.33 0.20
O 0.05 -0.07 -0.06
O 0.04 -0.15 -0.11
C 0.17 -0.09 -0.05

Results
Net charge: -1
Energy above the lowest of the compared OMol25 structures with the same formula, charge and spin: 0.127 eV
Gap between HOMO and LUMO: 0.22665 hartree
Total energy: -85911.704 eV